Entry 1:
67
Properties=species:S:1:pos:R:3:forces:R:3 method="wB97M-V/def2-TZVPD" homo_lumo_gap_ha="0.24022 / 0.20661" relative_energy_ev=0.4072 largest_force_ev_per_a=8.64 spin_multiplicity=4 charge=+2
C 1.1465 1.5561 -2.0243 0.7 -0.4 -0.4
C 0.2233 2.3165 -1.1785 -0.4 0.1 1.0
C -0.2297 3.6374 -1.6948 -0.5 0.1 -0.1
N -0.2213 1.8859 -0.0085 -0.7 1.6 -2.5
C -1.6287 2.2291 0.3140 -0.8 1.5 0.4
C -2.5199 1.0928 0.7404 -0.4 -0.4 0.0
C -3.2901 1.2663 1.8929 0.1 0.0 0.1
C -4.1893 0.2891 2.3135 0.0 -0.1 -0.2
C -4.3900 -0.8510 1.5289 0.1 0.1 0.1
C -3.6668 -1.0049 0.3422 0.2 0.0 0.0
C -2.7098 -0.0543 -0.0356 -0.3 -0.1 0.0
H 0.8786 1.7054 -3.0748 -0.1 0.3 0.1
H 2.1729 1.9193 -1.9027 -0.1 0.0 -0.1
H 1.1384 0.4783 -1.8329 0.0 0.5 0.1
H 0.6164 4.1437 -2.1759 -0.1 -0.3 0.0
H -1.0097 3.5104 -2.4646 0.2 0.1 0.2
H -0.6023 4.2823 -0.8935 0.0 -0.2 -0.2
H -1.6349 3.0144 1.0807 -0.1 -0.4 -0.1
H -2.0956 2.7048 -0.5586 0.4 -0.3 0.0
H -3.1449 2.1741 2.4854 -0.1 -0.4 -0.1
H -4.7291 0.4146 3.2553 0.1 0.0 -0.4
H -5.1023 -1.6143 1.8582 0.3 0.3 -0.2
H -3.8411 -1.8789 -0.2979 0.0 0.4 0.3
H -2.1099 -0.2296 -0.9357 -0.4 0.3 0.3
O -1.1592 -0.5658 -3.3838 1.9 -3.7 0.8
C -0.5903 -1.5692 -3.1799 -3.0 5.1 -1.1
Cr 0.4937 -3.0572 -2.8159 -0.1 2.7 -0.2
C 1.9103 -1.8797 -3.1820 4.2 4.1 -1.6
O 2.7054 -1.0830 -3.4983 -2.7 -2.9 1.2
C 0.5503 -3.4070 -4.6869 0.2 -2.1 -8.4
O 0.6157 -3.4116 -5.8495 -0.1 0.6 4.1
C 0.4338 -5.1725 -2.4298 -0.6 -2.0 0.6
C -0.8138 -4.6370 -2.0759 -0.4 -1.5 0.2
C -0.8800 -3.5173 -1.2494 -0.8 0.3 0.7
C 0.2990 -2.9123 -0.7419 0.1 0.7 1.3
C 0.2301 -1.5511 -0.1998 0.2 0.5 0.5
C 0.2212 -0.3926 0.1768 0.5 -2.6 0.1
C 0.4653 0.9153 0.8050 0.8 -1.5 0.7
C 1.9899 1.1882 0.8110 0.7 -0.4 0.2
C 2.8680 0.4285 0.0253 0.2 0.3 -0.4
C 4.1683 0.8744 -0.2514 -0.2 -0.1 0.5
C 4.6601 2.0030 0.4103 -0.4 0.0 -0.2
C 3.8486 2.6370 1.3555 0.1 -0.1 0.1
C 2.5386 2.2104 1.5913 0.3 0.2 -0.5
C -0.0858 0.9943 2.2259 0.0 -0.1 0.2
C -0.4495 -0.1631 2.8974 -0.2 0.0 0.3
C -1.0298 -0.0776 4.1653 0.2 -0.1 -0.1
C -1.1746 1.1558 4.7954 -0.1 0.0 -0.1
C -0.7580 2.3145 4.1367 0.1 0.0 -0.2
C -0.2343 2.2383 2.8440 -0.1 0.0 0.5
C 1.5401 -3.5334 -1.0322 0.5 0.1 1.8
C 1.6064 -4.6577 -1.8623 0.6 -0.6 0.1
H 0.4890 -5.9983 -3.1416 0.0 0.2 0.3
H -1.7346 -5.0716 -2.4706 0.3 0.2 0.1
H -1.8338 -3.0457 -1.0231 0.1 -0.2 0.0
H 2.5088 -0.4902 -0.4462 0.2 0.5 0.0
H 4.7841 0.3442 -0.9836 -0.2 0.1 0.4
H 5.6565 2.3798 0.1844 -0.2 -0.1 0.1
H 4.2293 3.4869 1.9201 0.0 -0.3 -0.1
H 1.9655 2.6794 2.3785 0.1 0.1 -0.2
H -0.3259 -1.1360 2.4181 -0.1 0.3 0.2
H -1.3782 -0.9925 4.6413 0.1 0.2 0.0
H -1.6248 1.2206 5.7905 0.2 0.0 -0.4
H -0.8420 3.2872 4.6198 0.0 -0.2 -0.1
H 0.0527 3.1589 2.3287 -0.2 -0.3 0.2
H 2.4526 -3.0742 -0.6484 -0.2 -0.2 -0.1
H 2.5707 -5.1077 -2.1024 -0.3 0.2 0.1

=====

Entry 2:
16
Properties=species:S:1:pos:R:3:forces:R:3 method="wB97M-V/def2-TZVPD" homo_lumo_gap_ha="0.22509 / 0.23289" relative_energy_ev=2.4521 largest_force_ev_per_a=5.88 spin_multiplicity=3 charge=+1
C -0.9166 -1.5148 -0.5747 -1.7 -2.4 -0.9
C -0.7774 -0.3759 0.0281 -1.0 1.7 3.2
C 0.3426 0.5521 -0.3076 -0.4 -0.4 1.6
N 0.4127 0.7029 -1.6228 3.7 1.1 -3.0
N 0.0346 1.9813 0.4775 -0.7 0.2 -0.1
S 3.1303 -0.8054 -0.7644 4.0 -3.2 -2.8
S 1.9446 0.1483 0.5728 -3.5 2.9 2.5
H -1.6843 -2.3134 -0.3469 1.0 1.3 0.0
H -0.3521 -1.7005 -1.4662 0.5 -0.3 -0.2
H -1.4140 -0.0673 0.9147 0.7 -0.7 -1.0
H -0.3546 0.4798 -2.2004 -0.8 -0.3 -0.4
H 1.3373 0.8349 -2.1409 -1.9 -0.1 1.2
H -0.6170 2.6868 0.0812 0.1 -0.7 -0.2
H -0.3623 1.6035 1.3316 0.1 0.6 0.5
H 0.9006 2.4775 0.6676 0.2 -0.1 0.2
H 2.5849 -2.0460 -0.7472 -0.4 0.4 -0.6

=====

Entry 3:
134
Properties=species:S:1:pos:R:3:forces:R:3 method="wB97M-V/def2-TZVPD" homo_lumo_gap_ha=0.22621 relative_energy_ev=6.4793 largest_force_ev_per_a=7.48 charge=-1
C 2.4095 1.6208 1.1274 -1.0 0.0 -0.6
C 1.6437 2.2157 -0.2375 2.9 -1.2 1.0
O 0.6174 3.1529 0.1985 -2.4 -1.2 -1.5
P -0.9655 2.8452 -0.4020 -1.2 -1.8 -3.6
O -1.0919 1.8820 -1.6410 1.1 3.1 3.8
C -2.0905 2.0928 0.9969 -0.3 -0.1 0.7
C -3.6364 2.6470 0.9458 0.3 1.0 0.8
B -4.7939 1.4829 1.0569 0.7 -0.7 -1.5
C -4.7674 0.0235 0.2538 0.0 -4.1 -3.8
O -4.6135 -1.1509 0.9203 -0.7 5.6 -2.4
O -4.9621 0.0408 -1.2265 0.9 0.6 7.4
O -1.6086 4.4082 -0.9511 1.7 -2.0 3.3
C -1.6768 5.3623 0.1644 -0.7 2.2 0.6
C -0.3070 6.2287 0.4258 -0.3 -0.8 0.5
H 1.7724 0.7049 1.5480 1.6 2.4 -0.8
H 3.4993 1.2573 0.8211 -2.6 0.8 0.9
H 2.4171 2.5072 1.8906 0.3 -1.8 -1.3
H 1.2845 1.2683 -0.8153 0.2 2.2 0.7
H 2.4943 2.8143 -0.8151 -2.3 -1.3 1.0
H -2.1102 0.9208 0.8462 0.4 2.4 -0.1
H -1.6626 2.2945 2.0697 -0.6 -0.3 -2.1
H -3.7543 3.3696 1.8878 0.2 -1.3 -2.0
H -3.8421 3.3239 -0.0002 0.4 -1.5 1.7
H -5.7681 1.6649 1.7318 0.3 0.4 -0.4
H -1.9957 4.9047 1.1930 0.5 0.4 -2.1
H -2.5211 6.1558 -0.1229 1.7 -2.0 0.5
H 0.4821 5.9229 -0.3858 -1.5 0.9 1.6
H -0.5704 7.3691 0.4469 0.7 -2.2 -0.3
H 0.0804 5.9260 1.5021 -0.5 0.7 -2.3
C 4.1569 1.4823 -3.7432 -0.3 -0.1 0.3
Cl 4.3642 2.7717 -2.5458 0.1 -0.2 -0.3
Cl 5.6983 1.1166 -4.5368 0.2 0.1 0.7
Cl 3.4885 0.0284 -2.9825 0.3 0.5 0.4
H 3.4518 1.8284 -4.5033 0.2 -0.1 0.2
C 8.0844 4.5273 -3.5978 -0.1 -0.1 -0.1
Cl 7.0824 5.3354 -2.3803 0.1 -0.1 -0.1
Cl 8.1322 5.4759 -5.0936 0.0 -0.2 0.4
Cl 9.7227 4.2604 -2.9778 -0.2 0.0 -0.1
H 7.6380 3.5549 -3.8209 0.1 0.3 0.1
C 0.8844 -2.3189 2.3637 -0.2 0.2 -0.2
Cl -0.1176 -1.5108 3.5812 0.1 -0.2 -0.1
Cl 0.9322 -1.3702 0.8680 -0.2 -0.6 0.0
Cl 2.5227 -2.5857 2.9837 -0.1 0.0 -0.1
H 0.4380 -3.2913 2.1406 0.2 0.6 0.0
C -7.8709 0.1673 4.1400 0.3 -0.1 -0.5
Cl -7.6097 1.8173 4.7305 -0.1 -0.4 0.0
Cl -6.6107 -0.2849 2.9794 -0.5 -0.4 0.6
Cl -7.9120 -0.9779 5.4914 -0.1 0.0 0.1
H -8.8370 0.1330 3.6300 0.3 0.0 0.2
C 1.4155 -6.2586 1.8179 0.2 0.0 -0.1
Cl 0.4135 -5.4505 3.0354 -0.1 -0.5 0.0
Cl 1.4632 -5.3100 0.3222 -0.1 -0.1 0.2
Cl 3.0537 -6.5254 2.4379 -0.2 -0.1 -0.3
H 0.9691 -7.2310 1.5948 0.1 0.4 0.1
C -7.3247 5.6039 3.9519 -0.1 -0.1 -0.2
Cl -7.1232 4.7703 5.5023 0.0 0.4 0.0
Cl -5.8568 6.5040 3.5340 -0.1 0.0 0.1
Cl -7.7312 4.4479 2.6721 0.2 0.4 0.1
H -8.1491 6.3152 4.0479 0.4 -0.3 0.0
C 1.0753 -1.8300 -5.3329 0.0 0.1 0.0
Cl 1.2768 -2.6636 -3.7824 -0.1 0.1 -0.1
Cl 2.5432 -0.9299 -5.7507 -0.4 -0.3 -0.4
Cl 0.6688 -2.9860 -6.6126 0.4 0.2 0.1
H 0.2509 -1.1187 -5.2368 0.3 -0.2 0.0
C -2.7385 0.4601 -4.3760 -0.5 0.0 0.3
Cl -2.0311 1.0513 -5.8891 0.1 0.0 0.0
Cl -4.4056 -0.0799 -4.6378 0.4 0.1 0.0
Cl -1.7578 -0.8528 -3.7021 -0.1 0.1 0.0
H -2.7521 1.2835 -3.6574 0.1 -0.3 -0.1
C 9.0034 7.4676 -8.5405 0.0 0.1 0.0
Cl 7.6445 7.5226 -7.4048 0.1 0.2 -0.3
Cl 10.3126 6.4626 -7.8959 -0.1 0.2 -0.1
Cl 8.4717 6.8602 -10.1178 0.1 0.1 0.2
H 9.3828 8.4840 -8.6729 -0.1 -0.4 0.1
C 3.5463 -9.4930 -0.7791 0.1 0.0 -0.1
Cl 3.7137 -8.4480 -2.2002 -0.1 -0.2 0.2
Cl 5.0221 -9.4522 0.2005 -0.2 0.0 -0.1
Cl 2.1437 -9.0073 0.1884 0.1 -0.3 -0.3
H 3.3892 -10.5187 -1.1226 0.0 0.4 0.1
C 4.1503 -4.8100 6.2797 0.0 0.0 0.0
Cl 4.3843 -6.0189 7.5539 0.4 0.4 -0.2
Cl 5.5647 -4.7470 5.2146 -0.4 -0.7 0.5
Cl 2.6852 -5.1637 5.3482 0.3 0.1 0.5
H 4.0305 -3.8313 6.7514 0.1 -0.3 -0.2
C -3.0385 -4.5159 -4.6154 -0.1 0.1 0.1
Cl -2.3311 -3.9246 -6.1285 -0.3 -0.1 0.3
Cl -4.7056 -5.0558 -4.8772 0.4 -0.1 0.7
Cl -2.0578 -5.8287 -3.9415 0.0 0.1 0.0
H -3.0521 -3.6924 -3.8968 0.0 -0.2 -0.2
C -6.6537 -4.2138 -8.6790 0.2 -0.1 0.1
Cl -6.4863 -3.1688 -10.1000 -0.1 -0.1 0.0
Cl -5.1779 -4.1729 -7.6994 -0.5 0.1 -0.8
Cl -8.0563 -3.7281 -7.7114 0.1 -0.1 -0.1
H -6.8108 -5.2395 -9.0224 0.0 0.4 0.1
C 4.2695 6.5638 -4.4835 0.1 0.0 0.1
Cl 3.4690 7.6836 -5.5992 0.1 -0.1 0.1
Cl 3.3748 6.4599 -2.9578 0.1 0.0 -0.2
Cl 4.4310 4.9607 -5.2205 0.0 0.3 -0.1
H 5.2706 6.9472 -4.2703 -0.3 -0.2 -0.1
C 4.5442 0.5458 -8.8009 -0.2 0.0 -0.1
Cl 4.5047 1.2733 -7.1858 0.0 -0.1 -0.9
Cl 2.9819 -0.1949 -9.1880 0.3 0.1 0.0
Cl 4.9768 1.7580 -10.0187 0.0 -0.1 0.1
H 5.3074 -0.2366 -8.8076 -0.3 0.3 0.0
C 1.7155 -8.3763 9.7991 -0.2 0.1 -0.2
Cl 0.7135 -7.5682 11.0167 0.1 0.2 -0.2
Cl 1.7632 -7.4277 8.3034 -0.4 -0.5 0.4
Cl 3.3537 -8.6432 10.4192 -0.1 0.0 0.0
H 1.2691 -9.3487 9.5760 0.1 0.3 0.1
C -9.2740 -0.4286 -0.2659 0.5 0.3 -0.1
Cl -8.2254 0.9926 -0.1245 -0.3 -0.4 0.0
Cl -9.8904 -0.9076 1.3247 -0.1 -0.1 -0.1
Cl -10.6130 -0.1054 -1.3804 0.0 -0.1 0.1
H -8.6822 -1.2545 -0.6688 -0.1 0.3 0.2
C 7.7856 -1.6211 4.2381 -0.2 0.1 0.0
Cl 8.4929 -1.0299 2.7249 0.0 0.0 0.2
Cl 6.1185 -2.1611 3.9762 0.5 0.9 -0.3
Cl 8.7662 -2.9340 4.9120 -0.1 0.1 0.0
H 7.7720 -0.7977 4.9567 0.0 -0.3 -0.3
C -11.2182 6.9064 3.7942 -0.2 -0.2 0.0
Cl -10.6899 5.2765 4.2457 -0.2 0.3 0.0
Cl -10.1040 8.1229 4.4408 -0.1 0.0 0.0
Cl -11.3460 7.0534 2.0331 0.0 0.0 0.3
H -12.2067 7.0802 4.2269 0.4 0.0 -0.1
C 5.3999 4.2729 1.3183 0.1 -0.1 0.0
Cl 4.5993 5.3926 0.2026 0.1 -0.1 0.1
Cl 4.5052 4.1689 2.8440 0.2 0.1 -0.1
Cl 5.5613 2.6697 0.5813 0.4 0.4 0.2
H 6.4010 4.6562 1.5315 -0.4 -0.1 -0.1
C -1.0194 -10.7219 12.9062 -0.1 0.1 0.0
Cl -0.7854 -11.9307 14.1803 0.0 0.2 -0.1
Cl 0.3951 -10.6589 11.8410 -0.2 -0.4 0.3
Cl -2.4845 -11.0756 11.9746 0.2 0.1 0.1
H -1.1391 -9.7432 13.3779 0.1 -0.3 -0.2

=====

Entry 4:
51
Properties=species:S:1:pos:R:3:forces:R:3 method="wB97M-V/def2-TZVPD" homo_lumo_gap_ha=0.25153 relative_energy_ev=0.0000 largest_force_ev_per_a=0.49 charge=+1
Ta -0.5318 -0.6951 0.7218 0.2 0.3 0.3
C -1.1669 -2.8676 -0.2158 0.0 -0.2 0.1
C 0.2352 -2.7582 -0.3919 0.0 0.1 -0.1
C 0.8348 -2.7554 0.8822 0.0 0.0 0.0
C -0.1907 -2.8639 1.8457 -0.1 0.0 0.0
C -1.4252 -2.9519 1.1687 0.0 0.0 0.0
H -1.8958 -2.9328 -1.0064 0.0 0.1 0.0
H 0.7445 -2.6722 -1.3397 0.0 0.0 0.0
H 1.8882 -2.6537 1.0921 0.0 0.0 0.0
H -0.0544 -2.8515 2.9152 0.0 0.0 0.0
H -2.3960 -3.0108 1.6323 0.0 0.0 0.0
Br 6.4881 0.4285 3.3824 0.0 0.0 0.0
C 4.6574 0.2240 2.9986 0.0 0.0 -0.1
C 3.7473 0.0375 4.0430 -0.1 0.0 0.1
C 2.4007 -0.1149 3.7911 0.1 0.0 -0.1
C 1.9384 -0.1002 2.4740 0.0 0.0 0.0
O 0.6496 -0.2369 2.2260 -0.4 -0.1 -0.3
C 2.8441 0.0967 1.4155 0.0 0.0 0.0
C 2.4289 0.2455 0.0549 0.0 0.0 0.0
N 1.2571 0.0300 -0.4558 -0.1 0.0 0.1
C 1.0272 0.3586 -1.8270 0.0 0.0 0.0
C 1.9682 0.7794 -2.7326 -0.1 0.0 0.0
C 1.5993 1.1287 -4.0455 0.0 0.0 0.0
C 0.2974 1.0690 -4.4488 0.0 0.0 0.0
C -0.6954 0.6244 -3.5499 0.0 0.0 0.1
C -2.0646 0.5449 -3.8907 0.0 0.0 0.0
C -2.9669 0.0990 -2.9688 0.0 0.0 0.0
C -2.5072 -0.2895 -1.7031 0.0 0.0 0.0
N -1.2347 -0.2233 -1.3506 0.0 0.0 0.0
C -0.3188 0.2503 -2.2460 0.1 0.0 -0.1
C 4.2133 0.2718 1.7027 0.0 0.0 0.0
H 4.1072 0.0205 5.0630 0.0 0.0 0.0
H 1.6909 -0.2410 4.5963 0.0 0.0 0.0
H 3.2132 0.6079 -0.6022 0.0 0.0 0.0
H 3.0119 0.8652 -2.4688 0.0 0.0 0.0
H 2.3674 1.4607 -4.7297 0.0 0.0 0.0
H 0.0094 1.3581 -5.4507 0.0 0.0 0.0
H -2.3814 0.8417 -4.8824 0.0 0.0 0.0
H -4.0221 0.0300 -3.1883 0.0 0.0 0.0
H -3.1957 -0.6800 -0.9651 0.0 0.0 0.0
H 4.9117 0.4425 0.8935 0.0 0.0 0.0
O -4.9702 3.6346 1.3571 0.0 0.0 0.0
C -4.1120 2.8189 1.2566 0.0 0.0 0.1
C -2.6186 3.0929 0.9133 0.0 0.0 0.1
O -2.1166 4.1491 0.6632 0.0 0.0 0.0
C -1.9982 1.7471 0.9607 -0.2 0.0 0.0
C -2.9087 0.7840 1.2625 0.1 0.1 -0.1
O -2.4359 -0.4718 1.2811 0.3 -0.2 0.0
C -4.2694 1.2812 1.4500 0.0 0.1 0.0
O -5.2844 0.6840 1.6778 0.0 0.0 0.0
O -0.7701 1.3642 0.7382 0.1 -0.1 0.0

=====

Entry 5:
81
Properties=species:S:1:pos:R:3:forces:R:3 method="wB97M-V/def2-TZVPD" homo_lumo_gap_ha=0.12059 relative_energy_ev=0.4936 largest_force_ev_per_a=3.84 charge=+1
Sn 1.6910 3.9625 -2.9033 -1.2 -3.3 1.6
C 0.9617 -0.5454 -1.1111 0.6 0.9 -0.4
F 0.5182 -1.7703 -1.0204 -0.2 0.1 0.2
F 1.6834 -0.2068 -0.0431 -0.2 -0.2 0.2
F 1.7894 -0.4551 -2.1678 -0.2 -0.1 -0.1
S -0.4017 0.7150 -1.3673 -1.4 -1.1 0.3
O -0.8308 1.0813 -0.0296 0.8 0.4 0.1
O 0.2554 1.8461 -2.0673 1.7 2.2 -1.1
O -1.3954 0.0766 -2.1626 0.4 0.0 -0.3
C 3.5352 -2.7058 4.3054 -0.4 0.2 0.6
C 2.2790 -1.9290 3.9948 -0.7 -0.6 0.1
O 2.3851 -1.4971 2.6341 -0.2 0.4 0.4
H 3.4739 -3.6159 3.7115 0.7 0.1 -0.2
H 3.6159 -3.0068 5.3515 -0.3 0.0 0.0
H 4.3983 -2.0640 4.1317 0.1 -0.3 -0.5
H 2.0311 -1.1273 4.7018 0.6 0.4 -0.3
H 1.3873 -2.5685 4.0613 0.2 -0.3 0.0
H 1.4975 -1.1684 2.4319 -0.1 0.1 -0.4
C 4.3738 -0.6267 -3.7561 -0.9 -0.3 0.0
C 4.0957 0.5831 -4.6440 0.3 -0.9 0.6
O 2.8886 1.2525 -4.2191 -0.3 1.3 0.3
H 3.5662 -1.3393 -3.9458 0.3 -0.3 0.0
H 4.3021 -0.4417 -2.6838 0.2 0.5 -0.1
H 5.3348 -1.1006 -3.9456 0.0 0.1 -0.3
H 3.9098 0.2369 -5.6601 0.4 0.2 -0.2
H 4.9467 1.2568 -4.5757 -0.3 0.4 -0.3
H 2.1317 0.7269 -4.5019 0.0 -0.1 0.2
C -3.0777 -3.8760 0.2535 0.7 -0.5 0.4
C -2.6665 -2.6582 -0.5555 -1.1 0.1 0.4
O -3.6010 -2.3794 -1.6010 0.4 -0.5 -0.4
H -3.1530 -4.7283 -0.4245 -0.5 0.1 -0.1
H -3.9549 -3.7700 0.8918 -0.2 0.1 -0.4
H -2.2786 -4.2024 0.9298 0.1 0.4 0.1
H -1.6895 -2.9083 -0.9597 -0.1 0.5 -0.4
H -2.6665 -1.7245 0.0170 0.7 -0.3 0.5
H -4.4478 -2.2105 -1.1779 0.0 0.0 -0.1
C -5.5687 2.6280 -2.8005 -0.2 -0.2 0.2
C -4.4947 2.0325 -3.6914 -0.1 -0.1 -0.2
O -4.9293 0.8562 -4.3604 -0.1 -0.1 0.1
H -5.3338 3.6407 -2.4712 0.1 0.0 -0.1
H -5.7026 2.0200 -1.9050 0.0 0.0 0.0
H -6.5350 2.6382 -3.3117 0.1 0.2 -0.1
H -3.6418 1.7175 -3.0884 0.1 0.1 -0.1
H -4.1687 2.7459 -4.4602 0.1 0.2 0.2
H -5.8013 1.0268 -4.7300 0.0 0.0 0.0
C 2.1549 2.1199 2.3391 -0.3 0.3 -0.6
C 2.5104 2.6778 0.9485 0.6 -0.4 1.2
O 1.4102 3.4141 0.3955 0.2 -0.1 -1.0
H 1.3833 2.7578 2.7754 0.3 0.2 0.3
H 3.0563 2.1028 2.9466 -0.1 -0.1 0.2
H 1.7260 1.1201 2.2806 0.2 0.0 0.0
H 2.8745 1.8261 0.3661 -0.4 0.2 -0.6
H 3.3394 3.3814 1.0338 -0.1 0.1 0.0
H 0.6049 2.9440 0.6615 -0.1 0.0 -0.4
C -2.3123 0.3838 3.5495 -0.1 0.2 -0.8
C -1.5086 -0.7998 3.0517 -0.7 -1.0 0.9
O -0.3883 -0.5303 2.2308 0.3 0.3 0.2
H -1.7273 1.0667 4.1647 0.0 0.0 0.0
H -3.1905 0.0431 4.0985 0.2 -0.1 0.2
H -2.7355 0.9101 2.6874 0.2 0.3 0.1
H -2.1936 -1.5052 2.5658 0.0 0.2 -0.4
H -1.1660 -1.3671 3.9216 0.4 0.1 -0.1
H -0.6031 0.1648 1.5942 -0.2 -0.2 0.0
C 3.0474 -3.5455 -1.4747 0.2 0.0 -1.0
C 3.0512 -3.7239 0.0260 0.1 -0.1 0.0
O 4.0467 -2.8863 0.6085 -0.4 0.1 0.0
H 2.1885 -3.9397 -2.0252 -0.1 -0.4 0.5
H 3.9291 -4.0496 -1.8765 0.0 0.1 -0.1
H 3.0766 -2.5131 -1.8318 0.3 0.1 0.6
H 3.3267 -4.7572 0.2538 -0.2 -0.1 0.0
H 2.0607 -3.5639 0.4602 0.1 0.3 0.1
H 3.6152 -2.3932 1.3191 0.0 0.1 0.1
C -2.4315 4.1017 2.2436 1.6 0.8 -0.6
C -2.5859 4.0100 0.7406 -0.5 -1.2 -0.3
O -3.0392 2.6907 0.4192 -0.1 0.2 -0.4
H -1.8454 5.0075 2.4493 -0.8 0.4 0.3
H -1.7013 3.3622 2.5815 -0.5 -0.5 0.1
H -3.3938 4.0382 2.7367 0.1 0.0 0.3
H -1.6659 4.2015 0.1695 0.2 0.2 0.3
H -3.3468 4.6867 0.3450 0.1 0.2 0.2
H -2.2793 2.1464 0.1698 -0.2 0.0 0.2